1.
C22H51FNSbSi5Zr | ωB97M-V/def2-TZVPD

Atoms and positions in Å:
Zr  -0.275  -0.270  0.403
C  0.376  -2.973  0.529
Si  -1.037  -3.117  -0.722
C  -0.294  -3.457  -2.377
C  -2.268  -4.408  -0.234
N  -1.635  -1.462  -0.575
C  -2.368  -0.799  -1.582
C  -3.151  -1.410  -2.563
C  -3.828  -0.652  -3.509
C  -3.754  0.735  -3.508
C  -2.996  1.381  -2.538
C  -2.353  0.582  -1.639
F  -1.563  1.209  -0.615
H  0.807  -3.952  0.743
H  0.092  -2.564  1.515
H  1.214  -2.384  0.113
H  0.192  -4.437  -2.368
H  0.454  -2.712  -2.660
H  -1.046  -3.476  -3.168
H  -2.186  -5.263  -0.910
H  -3.295  -4.041  -0.300
H  -2.109  -4.780  0.780
H  -3.231  -2.490  -2.572
H  -4.426  -1.155  -4.257
H  -4.276  1.315  -4.256
H  -2.916  2.459  -2.490
C  2.500  -0.382  5.286
Si  0.700  -0.695  5.537
C  -0.228  0.460  6.623
C  0.122  -2.439  5.383
Sb  -0.158  0.156  3.056
Si  -2.940  -0.328  3.164
C  -3.306  0.283  4.865
C  -2.811  -2.140  2.816
C  -3.575  0.751  1.791
Si  1.042  2.691  2.702
C  2.741  2.011  2.492
C  0.473  3.468  4.278
C  0.177  3.192  1.140
H  3.102  -0.903  6.037
H  2.722  0.682  5.364
H  2.806  -0.746  4.305
H  0.072  0.324  7.669
H  -1.298  0.282  6.565
H  -0.022  1.495  6.352
H  0.529  -3.066  6.183
H  0.458  -2.855  4.433
H  -0.966  -2.498  5.437
H  -3.153  -0.498  5.611
H  -4.347  0.611  4.937
H  -2.669  1.133  5.102
H  -2.072  -2.609  3.466
H  -2.520  -2.276  1.776
H  -3.765  -2.656  2.967
H  -2.978  1.653  1.683
H  -4.601  1.070  2.003
H  -3.608  0.203  0.847
H  3.053  1.465  3.378
H  3.483  2.793  2.301
H  2.741  1.326  1.646
H  1.170  3.259  5.091
H  -0.508  3.080  4.544
H  0.392  4.555  4.182
H  0.474  2.529  0.324
H  0.449  4.209  0.832
H  -0.905  3.177  1.268
C  3.916  1.648  -0.959
Si  3.057  -0.011  -1.056
C  3.474  -1.046  0.472
C  3.637  -0.937  -2.553
C  1.181  0.267  -1.136
H  4.703  1.678  -1.717
H  4.398  1.827  0.003
H  3.244  2.484  -1.166
H  4.413  -0.710  0.920
H  3.628  -2.092  0.193
H  2.716  -1.023  1.263
H  4.729  -0.978  -2.564
H  3.318  -0.441  -3.473
H  3.265  -1.965  -2.579
H  0.763  -0.491  -1.834
H  0.988  1.227  -1.624

Forces on atoms 1 to 6 (eV/Å):
0.300 -0.607 -1.731
-0.067 0.434 -0.117
0.026 -0.102 0.185
0.008 0.116 -0.255
-0.173 -0.141 0.011
0.094 0.515 -0.227

Results
Total charge ... +2
Gap between HOMO and LUMO ... 7.29 eV
Spin multiplicity ... 1

2.
C24H32BN8OV | ωB97M-V/def2-TZVPD

Atoms and positions in Å:
V  0.178  -0.218  0.198
C  -0.973  -1.650  -3.661
C  -1.241  -0.336  -2.920
C  -2.560  0.028  -2.692
C  -2.881  1.306  -2.203
C  -4.282  1.673  -1.984
C  -1.865  2.236  -1.977
C  -0.510  1.819  -2.104
C  0.721  2.686  -1.887
C  -0.200  0.536  -2.501
H  0.105  -1.614  -3.821
H  -1.446  -1.536  -4.633
H  -1.351  -2.531  -3.127
H  -3.303  -0.716  -2.915
H  -4.758  2.108  -2.903
H  -4.339  2.428  -1.207
H  -4.919  0.850  -1.658
H  -2.029  3.241  -1.649
H  1.132  2.932  -2.886
H  1.505  2.125  -1.393
H  0.430  3.587  -1.321
H  0.816  0.335  -2.863
C  -0.701  3.676  2.029
C  -1.044  2.588  1.247
N  -0.085  1.684  1.229
N  0.939  2.224  1.962
C  0.572  3.429  2.422
B  2.184  1.375  2.194
N  1.771  0.066  2.859
C  2.212  -0.444  4.014
C  1.441  -1.562  4.340
C  0.700  -1.794  3.184
N  0.882  -0.787  2.294
N  2.967  0.995  0.847
C  4.237  1.089  0.576
C  4.441  0.593  -0.699
C  3.196  0.140  -1.099
N  2.290  0.383  -0.162
H  -1.296  4.535  2.210
H  -1.945  2.385  0.677
H  1.249  4.071  3.076
H  3.035  1.967  2.814
H  2.860  0.183  4.639
H  1.371  -2.150  5.225
H  -0.083  -2.455  2.966
H  4.951  1.653  1.187
H  5.365  0.722  -1.286
H  2.897  -0.245  -2.102
C  0.841  -4.310  -1.450
C  1.226  -3.062  -0.678
C  2.588  -3.009  -0.170
O  0.373  -2.181  -0.534
H  1.395  -5.144  -1.066
H  1.149  -4.181  -2.508
H  -0.217  -4.530  -1.393
H  2.520  -3.852  0.535
H  2.725  -2.054  0.355
H  3.287  -3.184  -0.995
N  -3.019  -1.119  0.294
C  -4.005  -1.376  1.221
C  -3.574  -0.893  2.392
C  -2.300  -0.459  2.172
N  -1.920  -0.616  0.903
H  -3.023  -1.181  -0.724
H  -4.919  -1.862  1.008
H  -4.108  -0.770  3.333
H  -1.652  0.174  2.772

Forces on atoms 1 to 6 (eV/Å):
0.135 0.327 1.028
0.367 1.553 0.565
0.008 -0.538 0.430
0.898 0.556 0.366
0.850 -0.247 -0.378
-1.575 0.852 -0.345

Results
Total charge ... +1
Gap between HOMO and LUMO (spin up / spin down) ... 8.64 / 9.50 eV
<S²> ... 3.7566
Spin multiplicity ... 4

Relative energy (zero: lowest compared OMol25 entry of this formula, charge and spin) values, unit kcal/mol, following the record order: 30.1, 1.7.